Model i:
{
  "formula": "C4H10O3",
  "method": "the ωB97M-V functional and the def2-TZVPD basis",
  "symbols": ["O", "C", "C", "C", "C", "O", "H", "H", "H", "H", "H", "H", "H", "H", "H", "H", "O"],
  "coordinates": [[-3.088, -0.780, 0.215], [-2.192, -1.584, 0.253], [-1.064, -1.412, 1.195], [-0.402, -0.111, 1.217], [1.141, -0.209, 1.339], [-0.554, 0.688, -0.007], [-2.323, -2.687, -0.150], [-0.246, -2.173, 0.992], [-1.373, -1.823, 2.193], [-0.756, 0.475, 2.134], [1.482, -0.679, 0.383], [1.564, -0.611, 2.278], [1.455, 0.792, 1.330], [-1.474, 0.433, -0.409], [2.224, 3.412, -3.714], [2.899, 2.675, -4.754], [2.706, 3.594, -4.494]],
  "mulliken_spin": [0.19, -0.01, 0.07, 0.01, 0.12, 0.51, 0.02, 0.03, -0.01, 0.10, 0.00, 0.00, 0.00, -0.01, 0.00, 0.00, 0.00],
  "s2": 0.76,
  "total_charge": 1,
  "e_lumo_ev": [-4.83, -10.34],
  "homo_ev": [-13.54, -13.54],
  "gap_ev": [8.71, 3.21],
  "spin_multiplicity": 2
}

Model ii:
{
  "formula": "C4H10O3",
  "method": "the ωB97M-V functional and the def2-TZVPD basis",
  "symbols": ["C", "C", "O", "C", "C", "H", "H", "H", "H", "H", "H", "H", "H", "O", "H", "H", "O"],
  "coordinates": [[0.547, -1.871, 0.104], [-0.449, -0.996, -0.292], [-1.109, -1.184, -1.430], [-0.758, 0.316, 0.303], [-1.960, 0.777, 0.626], [1.280, -2.083, -0.676], [0.530, -2.439, 1.020], [-1.272, -2.138, -1.545], [0.070, 0.872, 0.711], [-2.877, 0.214, 0.802], [-2.133, 1.787, 0.962], [2.143, 1.372, 1.261], [2.142, -0.096, 0.854], [2.174, 0.478, 1.635], [1.039, 1.880, -0.859], [0.004, 1.184, -1.762], [0.628, 1.926, -1.715]],
  "mulliken_spin": [0.61, 0.18, 0.08, 0.04, 0.01, 0.03, 0.03, 0.00, 0.02, 0.00, 0.00, 0.00, -0.01, 0.01, 0.00, 0.00, 0.00],
  "s2": 0.75,
  "total_charge": 1,
  "e_lumo_ev": [-6.33, -7.75],
  "homo_ev": [-15.23, -15.23],
  "gap_ev": [8.90, 7.48],
  "spin_multiplicity": 2
}

Unit: eV. Relative energies: model i 0.366; model ii 0.000.

Model i:
{
  "formula": "CH5O2",
  "method": "the ωB97M-V functional and the def2-TZVPD basis",
  "symbols": ["O", "H", "C", "O", "H", "H", "H", "H"],
  "coordinates": [[0.006, 1.787, 1.031], [0.969, 1.899, 1.047], [-0.168, -0.971, -0.428], [-0.270, 0.331, -0.902], [-0.449, -1.720, -1.185], [-0.804, -1.142, 0.468], [0.853, -1.236, -0.125], [-0.138, 1.052, 0.093]],
  "mulliken_charge": [-0.89, 0.21, -0.57, -0.72, 0.20, 0.19, 0.18, 0.39],
  "total_charge": -1,
  "e_lumo_ev": 4.84,
  "homo_ev": -3.34,
  "gap_ev": 8.18
}

Model ii:
{
  "formula": "CH5O2",
  "method": "the ωB97M-V functional and the def2-TZVPD basis",
  "symbols": ["C", "O", "H", "H", "H", "H", "H", "O"],
  "coordinates": [[0.168, -1.032, 0.297], [-0.316, -0.375, -0.839], [0.607, -2.021, -0.002], [1.021, -0.509, 0.885], [-0.694, -1.153, 1.037], [0.310, 2.044, -0.292], [-0.505, 0.916, -0.499], [-0.591, 2.130, -0.588]],
  "mulliken_charge": [-0.47, -0.72, 0.16, 0.14, 0.15, 0.22, 0.36, -0.85],
  "total_charge": -1,
  "e_lumo_ev": 4.77,
  "homo_ev": -3.43,
  "gap_ev": 8.20
}

Model iii:
{
  "formula": "CH5O2",
  "method": "the ωB97M-V functional and the def2-TZVPD basis",
  "symbols": ["C", "O", "H", "H", "H", "H", "H", "O"],
  "coordinates": [[0.608, -0.876, -0.006], [-0.424, -0.270, -0.835], [0.270, -1.252, 0.981], [0.991, -1.748, -0.520], [1.380, 0.044, 0.204], [-0.463, 1.715, 0.514], [-1.026, 0.668, -0.496], [-1.336, 1.720, 0.159]],
  "mulliken_charge": [-0.50, -0.70, 0.19, 0.20, 0.13, 0.19, 0.45, -0.95],
  "total_charge": -1,
  "e_lumo_ev": 4.65,
  "homo_ev": -3.26,
  "gap_ev": 7.91
}

Unit: eV. Relative energies: model i 0.000; model ii 0.494; model iii 0.695.

Model i:
{
  "formula": "C9H12N2O2",
  "method": "the ωB97M-V functional and the def2-TZVPD basis",
  "symbols": ["C", "C", "C", "C", "C", "C", "C", "C", "C", "N", "N", "O", "O", "H", "H", "H", "H", "H", "H", "H", "H", "H", "H", "H", "H"],
  "coordinates": [[2.371, 0.380, -0.332], [2.013, 1.356, 0.594], [1.454, -0.497, -0.833], [-0.225, 0.518, 0.463], [0.678, 1.410, 0.990], [2.367, -1.551, 2.191], [0.203, 2.411, 2.000], [-2.190, -1.356, -0.579], [-0.772, -1.247, -1.003], [0.126, -0.449, -0.458], [-0.092, -2.646, -1.683], [3.267, -0.964, 2.579], [1.477, -2.165, 1.813], [3.395, 0.301, -0.664], [2.742, 2.039, 0.995], [1.692, -1.256, -1.557], [-1.253, 0.534, 0.777], [1.046, 2.885, 2.495], [-0.393, 3.185, 1.516], [-0.422, 1.932, 2.752], [-2.296, -1.744, 0.442], [-2.729, -2.020, -1.251], [-2.678, -0.381, -0.628], [-0.895, -3.195, -1.969], [0.337, -3.111, -0.887]],
  "mulliken_charge": [-0.62, -0.68, -0.57, -0.59, 0.94, 0.77, -1.51, -1.46, 0.67, 0.28, -0.66, -0.38, -0.37, 0.40, 0.35, 0.49, 0.36, 0.37, 0.30, 0.37, 0.27, 0.41, 0.36, 0.29, 0.21],
  "total_charge": 0,
  "e_lumo_ev": 0.64,
  "homo_ev": -6.22,
  "gap_ev": 6.87
}

Model ii:
{
  "formula": "C9H12N2O2",
  "method": "the ωB97M-V functional and the def2-TZVPD basis",
  "symbols": ["C", "C", "C", "C", "C", "C", "C", "C", "C", "H", "H", "H", "H", "H", "H", "H", "H", "H", "H", "H", "H", "N", "N", "O", "O"],
  "coordinates": [[2.552, -0.417, -0.161], [1.749, -1.652, -0.527], [0.532, -1.973, 0.389], [-0.663, -1.084, 0.203], [-1.278, -0.417, 1.266], [-2.439, 0.314, 1.034], [-2.388, -0.130, -1.179], [-1.267, -0.933, -1.050], [1.180, 1.578, -0.841], [0.701, 1.635, 1.274], [3.258, -0.203, -0.978], [3.128, -0.570, 0.750], [2.447, -2.508, -0.464], [1.397, -1.602, -1.586], [0.845, -1.916, 1.430], [0.261, -3.009, 0.199], [-0.877, -0.518, 2.280], [-2.938, 0.808, 1.862], [-2.841, 0.013, -2.153], [-0.863, -1.422, -1.930], [1.507, 1.374, -1.865], [1.789, 0.784, 0.070], [-2.983, 0.506, -0.162], [1.396, 0.924, 1.385], [0.412, 2.472, -0.508]],
  "mulliken_charge": [-0.92, -0.39, -1.07, 0.80, -0.43, -0.31, -0.38, -0.21, 0.08, 0.37, 0.37, 0.37, 0.37, 0.27, 0.33, 0.41, 0.36, 0.36, 0.36, 0.33, 0.36, 0.23, -0.63, -0.43, -0.62],
  "total_charge": 0,
  "smiles": "O=CN(O)CCCc1ccncc1",
  "e_lumo_ev": 0.69,
  "homo_ev": -9.06,
  "gap_ev": 9.75
}

Unit: eV. Relative energies: model i 0.296; model ii 0.000.

Model i:
{
  "formula": "C4H6O4",
  "method": "the ωB97M-V functional and the def2-TZVPD basis",
  "symbols": ["O", "C", "O", "C", "C", "C", "O", "O", "H", "H", "H", "H", "H", "H"],
  "coordinates": [[2.313, 0.190, -1.496], [1.283, -0.350, -1.349], [1.193, -1.622, -1.803], [-0.020, 0.233, -0.799], [-0.057, -0.151, 0.669], [-1.383, 0.342, 1.233], [-0.977, 1.098, 2.338], [-2.479, 0.163, 0.960], [2.064, -1.990, -1.913], [-0.971, 0.045, -1.337], [-0.071, 1.289, -1.053], [0.842, 0.165, 1.203], [-0.161, -1.302, 0.761], [-1.577, 1.890, 2.588]],
  "mulliken_charge": [-0.51, 0.52, -0.46, -0.61, -0.29, 0.37, -0.50, -0.45, 0.32, 0.36, 0.39, 0.30, 0.24, 0.33],
  "total_charge": 0,
  "smiles": "O=C(O)CCC(=O)O",
  "e_lumo_ev": 0.56,
  "homo_ev": -10.65,
  "gap_ev": 11.21
}

Model ii:
{
  "formula": "C4H6O4",
  "method": "the ωB97M-V functional and the def2-TZVPD basis",
  "symbols": ["C", "C", "C", "C", "O", "O", "O", "O", "H", "H", "H", "H", "H", "H"],
  "coordinates": [[-0.564, 0.513, -1.523], [0.792, 0.388, 1.258], [-0.424, -0.103, 0.996], [0.019, -0.362, -0.430], [1.442, 0.976, 2.260], [-1.603, -0.284, 1.646], [0.088, -1.691, -0.759], [1.356, 0.202, 0.006], [2.332, 1.196, 1.955], [-1.886, -1.201, 1.536], [0.569, -1.795, -1.590], [-0.591, 1.546, -1.191], [0.045, 0.441, -2.422], [-1.575, 0.175, -1.741]],
  "mulliken_charge": [-1.32, 0.26, -0.13, 1.19, -0.49, -0.58, -0.51, -0.50, 0.34, 0.34, 0.36, 0.34, 0.39, 0.30],
  "total_charge": 0,
  "e_lumo_ev": 0.64,
  "homo_ev": -7.95,
  "gap_ev": 8.59
}

Unit: eV. Relative energies: model i 0.000; model ii 1.785.

Model i:
{
  "formula": "C3H9O",
  "method": "the ωB97M-V functional and the def2-TZVPD basis",
  "symbols": ["C", "H", "H", "H", "H", "C", "O", "C", "H", "H", "H", "H", "H"],
  "coordinates": [[-2.601, 0.318, -0.896], [-1.840, -0.205, -0.338], [-3.193, 1.034, -0.317], [-2.249, 0.829, -1.786], [-3.323, -0.438, -1.228], [1.491, 0.393, 0.049], [0.202, 0.662, -0.095], [1.817, -0.779, 1.075], [2.124, 0.123, -0.846], [2.073, 1.264, 0.465], [0.872, -1.081, 1.521], [2.152, -1.654, 0.517], [2.475, -0.466, 1.879]],
  "mulliken_charge": [-0.89, 0.17, 0.20, 0.21, 0.29, -0.35, -0.79, -0.87, 0.16, 0.15, 0.20, 0.24, 0.29],
  "total_charge": -1,
  "e_lumo_ev": 4.57,
  "homo_ev": -2.12,
  "gap_ev": 6.69
}

Model ii:
{
  "formula": "C3H9O",
  "method": "the ωB97M-V functional and the def2-TZVPD basis",
  "symbols": ["O", "H", "C", "C", "C", "H", "H", "H", "H", "H", "H", "H", "H"],
  "coordinates": [[-3.378, -0.376, -0.219], [-3.741, -0.292, 0.670], [1.802, 0.644, 0.130], [0.369, 0.504, -0.289], [-0.348, -0.813, 0.095], [2.207, 0.987, 1.082], [2.384, 1.254, -0.652], [2.318, -0.314, 0.010], [0.382, 0.510, -1.344], [-0.260, 1.295, 0.001], [-1.357, -0.823, -0.342], [0.189, -1.626, -0.328], [-0.566, -0.949, 1.186]],
  "mulliken_charge": [-1.13, 0.12, -1.02, -0.25, -1.04, 0.31, 0.25, 0.27, 0.19, 0.39, 0.31, 0.33, 0.26],
  "total_charge": -1,
  "e_lumo_ev": 3.89,
  "homo_ev": -2.17,
  "gap_ev": 6.07
}

Model iii:
{
  "formula": "C3H9O",
  "method": "the ωB97M-V functional and the def2-TZVPD basis",
  "symbols": ["C", "H", "H", "H", "H", "C", "O", "C", "H", "H", "H", "H", "H"],
  "coordinates": [[-2.517, 1.313, -0.012], [-2.443, 0.993, 1.023], [-3.006, 0.527, -0.592], [-3.089, 2.241, -0.092], [-1.497, 1.441, -0.353], [1.372, -0.212, 0.444], [0.076, -0.208, 0.772], [1.762, -1.413, -0.447], [1.710, 0.721, -0.088], [2.081, -0.256, 1.324], [2.839, -1.473, -0.658], [1.468, -2.316, 0.086], [1.246, -1.357, -1.407]],
  "mulliken_charge": [-0.86, 0.19, 0.20, 0.29, 0.17, -0.37, -0.81, -1.03, 0.19, 0.19, 0.33, 0.26, 0.26],
  "total_charge": -1,
  "e_lumo_ev": 4.49,
  "homo_ev": -2.09,
  "gap_ev": 6.58
}

Unit: eV. Relative energies: model i 0.290; model ii 0.373; model iii 0.000.

Model i:
{
  "formula": "C3H6N4S",
  "method": "the ωB97M-V functional and the def2-TZVPD basis",
  "symbols": ["C", "C", "C", "N", "N", "N", "N", "S", "H", "H", "H", "H", "H", "H"],
  "coordinates": [[-0.096, -0.578, -1.336], [0.061, -0.078, 1.176], [0.674, 0.109, -0.318], [0.887, -1.074, -2.728], [-0.495, -1.847, -1.049], [0.892, -2.278, -2.721], [-0.042, -2.782, -1.614], [-1.506, 0.435, -1.952], [-1.001, 0.099, 0.935], [0.464, 0.675, 1.792], [0.194, -1.037, 1.581], [1.778, -0.212, -0.404], [0.557, 1.216, -0.498], [-0.672, 1.120, -2.654]],
  "mulliken_charge": [0.46, -1.06, -0.43, -0.13, 0.09, -0.14, -0.36, -0.16, 0.31, 0.37, 0.34, 0.34, 0.20, 0.16],
  "total_charge": 0,
  "smiles": "CCC1(S)N=NN=N1",
  "e_lumo_ev": -0.38,
  "homo_ev": -9.55,
  "gap_ev": 9.17
}

Model ii:
{
  "formula": "C3H6N4S",
  "method": "the ωB97M-V functional and the def2-TZVPD basis",
  "symbols": ["C", "C", "C", "N", "N", "N", "N", "S", "H", "H", "H", "H", "H", "H"],
  "coordinates": [[-0.661, 0.237, -2.335], [-0.003, 1.344, -2.797], [1.055, 0.322, -0.833], [1.690, -0.075, 0.281], [0.022, -0.337, -1.267], [-1.459, -0.932, 3.017], [-0.524, -0.834, 2.269], [1.323, 1.765, -1.888], [-1.381, -0.361, -2.826], [0.019, 1.865, -3.785], [2.505, 0.473, 0.500], [1.569, -1.071, 0.405], [-1.120, -1.476, 3.868], [-0.508, -0.259, 1.357]],
  "mulliken_charge": [-0.55, -0.05, 0.52, -0.42, -0.53, -0.56, 0.06, -0.16, 0.38, 0.32, 0.21, 0.29, 0.25, 0.25],
  "total_charge": 0,
  "smiles": "[H]/N=N/[H].Nc1nccs1",
  "e_lumo_ev": 0.63,
  "homo_ev": -8.25,
  "gap_ev": 8.89
}

Unit: eV. Relative energies: model i 1.097; model ii 0.000.